{
  "formula": "C4H12N3O2",
  "method": "ωB97M-V/def2-TZVPD",
  "species": ["O", "O", "N", "N", "N", "C", "C", "C", "C", "H", "H", "H", "H", "H", "H", "H", "H", "H", "H", "H", "H"],
  "positions_angstrom": [[0.96953, -1.62981, 0.70814], [1.18808, -1.06490, -1.57622], [-0.61292, 0.93232, -1.55147], [0.02310, 1.47400, 0.66178], [0.03145, 2.75993, -0.01979], [-1.79708, -0.17270, 0.38815], [1.81935, -2.83581, 0.86396], [-0.57017, 0.50779, -0.09549], [0.78131, -0.99980, -0.42803], [0.94362, 3.22843, 0.03955], [-0.06599, 0.32840, -2.21623], [-1.66051, -0.69589, 1.29938], [-2.05915, -0.95593, -0.26981], [-1.47984, 0.91970, -1.90714], [-0.36329, 2.09472, -1.48001], [1.85240, -3.06503, 1.96728], [-2.58490, 0.39762, 0.81249], [0.01246, 1.49530, 1.63416], [1.43349, -3.64563, 0.40570], [-0.57282, 3.44771, 0.34379], [2.71187, -2.52043, 0.41982]],
  "forces_ev_per_angstrom": [[-0.560, -0.099, -0.566], [-0.252, -0.622, 2.277], [3.484, 2.031, 1.629], [1.025, 3.695, -2.275], [1.770, -0.416, 0.219], [0.456, -0.176, 0.595], [0.147, 2.662, 2.557], [1.829, -4.400, -2.422], [-1.893, 2.216, -0.547], [-0.054, -0.801, -0.089], [0.473, 0.444, 1.142], [1.366, -0.893, 1.006], [-0.863, -0.550, -0.972], [-4.480, -0.222, -1.288], [0.234, -2.642, 0.403], [0.199, 0.696, -1.259], [-1.198, 1.396, -0.856], [-0.364, -0.197, 1.661], [-1.586, -2.460, -1.865], [-1.497, 0.503, 0.861], [1.764, -0.167, -0.212]],
  "homo_ha": -0.458,
  "spin_multiplicity": 1,
  "gap_ev": 9.5867,
  "e_above_lowest_ev": 5.0965,
  "charge": 1,
  "total_energy_ev": -12898.014
}